Entry one
C4H12NO2 | ωB97M-V/def2-TZVPD

Geometry (Å):
C -0.54 -0.76 1.02
N -0.52 -0.17 -0.41
C -0.02 -1.16 -1.56
O 1.32 -1.13 -1.49
C -1.35 0.40 1.71
C -0.74 1.90 1.89
H 0.39 -0.83 1.53
H -1.30 -1.59 1.01
H 0.14 0.48 -0.39
H -0.27 -0.68 -2.54
H -0.34 -2.23 -1.47
H -2.16 0.60 1.08
H -1.52 0.02 2.68
H 0.36 1.87 2.12
H -1.35 2.40 2.52
H -0.86 2.41 1.04
H 3.62 -0.38 -2.56
H 2.16 -0.74 -2.82
O 2.96 -0.40 -3.35

Computed properties:
Spin multiplicity   1
Net charge   -1
LUMO   3.8 eV

***

Entry two
C4H12NO2 | ωB97M-V/def2-TZVPD

Geometry (Å):
C -0.55 -0.90 -0.31
N -0.54 0.32 -1.17
C 0.53 0.10 -2.21
O 1.79 0.46 -1.85
C -1.39 -0.65 0.94
C -0.60 -0.07 2.11
H 0.48 -1.19 -0.06
H -1.02 -1.67 -0.91
H -0.06 0.94 -0.52
H 0.22 0.56 -3.17
H 0.49 -1.00 -2.42
H -2.16 0.08 0.68
H -1.90 -1.57 1.21
H 0.01 0.80 1.88
H -0.04 -0.86 2.63
H -1.33 0.25 2.87
H 2.51 1.46 0.80
H 1.78 1.24 -0.74
O 1.78 1.71 0.26

Computed properties:
Spin multiplicity   1
Net charge   -1
LUMO   4.1 eV

***

Entry three
C4H12NO2 | ωB97M-V/def2-TZVPD

Geometry (Å):
C 1.26 0.43 0.79
C 0.79 -0.27 -0.57
C 0.83 -1.82 -0.35
N -0.52 0.33 -0.91
C -1.80 -0.27 -0.02
O -2.12 -1.52 -0.20
H 1.97 1.22 0.56
H 0.37 0.67 1.38
H 1.81 -0.26 1.42
H 1.57 -0.05 -1.30
H 0.53 -2.13 0.65
H 0.03 -2.21 -0.99
H 1.80 -2.28 -0.55
H -0.90 -0.17 -1.71
H -1.45 -0.10 1.03
H -2.49 0.55 -0.26
H -0.18 3.18 0.70
H -0.60 1.87 0.15
O -0.91 2.83 0.16

Computed properties:
Spin multiplicity   1
Net charge   -1
LUMO   3.9 eV

***

Entry four
C4H12NO2 | ωB97M-V/def2-TZVPD

Geometry (Å):
C -0.18 0.31 -1.15
O -1.41 0.26 -0.52
C 0.81 -0.51 -0.15
C 0.34 -0.40 1.37
C 1.54 -0.89 2.27
N 0.82 -1.96 -0.50
H -0.28 -0.21 -2.18
H 0.33 1.27 -1.14
H 1.82 0.09 -0.28
H -0.03 0.60 1.56
H -0.61 -0.93 1.67
H 1.79 -1.92 2.00
H 1.19 -0.89 3.31
H 2.43 -0.27 2.04
H 0.12 -2.36 0.15
H -0.01 -1.91 -1.14
H -1.97 3.44 -0.73
H -1.73 1.83 -1.02
O -1.57 2.78 -1.30

Computed properties:
Spin multiplicity   1
Net charge   -1
LUMO   4.1 eV

***

Which structure wins on stability? entry two wins.

***

Entry one
C4H6N2 | ωB97M-V/def2-TZVPD

Geometry (Å):
C -1.53 -0.30 -0.02
N -0.14 0.09 -0.02
C 1.01 -0.74 -0.27
C 2.22 0.14 -0.19
N 1.71 1.35 0.23
C 0.39 1.28 0.26
H -1.82 -0.70 -1.00
H -1.72 -1.07 0.74
H -2.16 0.57 0.19
H 0.89 -1.49 -1.05
H 1.39 -1.27 0.63
H -0.26 2.13 0.50

Computed properties:
Spin multiplicity   1
Net charge   0
LUMO   0.5 eV

***

Entry two
C4H6N2 | ωB97M-V/def2-TZVPD

Geometry (Å):
C 1.92 -0.17 0.00
C 0.41 -0.12 0.03
C -0.45 1.01 0.02
C -1.73 0.48 0.00
H 2.32 0.82 -0.15
H 2.30 -0.56 0.97
H 2.27 -0.81 -0.82
H -0.16 2.07 -0.05
H -2.71 0.90 0.00
H -2.31 -1.55 -0.01
N -1.57 -0.85 0.01
N -0.29 -1.23 0.00

Computed properties:
Spin multiplicity   1
SMILES   Cc1cc[nH]n1
Net charge   0
LUMO   1.1 eV

***

Entry three
C4H6N2 | ωB97M-V/def2-TZVPD

Geometry (Å):
C -1.73 -0.80 -0.06
C -1.81 0.48 0.27
C -0.57 0.19 -0.52
C 0.71 0.15 0.34
N 1.69 -0.77 0.02
N 2.01 0.62 -0.08
H -2.31 -1.63 -0.25
H -2.47 1.23 0.52
H -0.30 0.32 -1.50
H 0.50 0.57 1.40
H 2.04 -1.16 0.92
H 2.23 0.80 -1.06

Computed properties:
Spin multiplicity   1
SMILES   C1=CC1C1NN1
Net charge   0
LUMO   1.3 eV

***

Entry four
C4H6N2 | ωB97M-V/def2-TZVPD

Geometry (Å):
C 1.47 0.89 1.04
C 0.18 0.52 0.55
C 0.01 -0.95 0.26
C -0.82 -0.55 -0.98
H -0.65 0.92 1.13
H 1.06 -1.18 -0.02
H -0.42 -1.57 1.16
H -0.83 -1.13 -2.00
H -1.83 -0.36 -0.54
H -0.60 1.50 -1.25
N 2.41 1.19 1.63
N 0.02 0.74 -0.97

Computed properties:
Spin multiplicity   1
SMILES   N#C[C@@H]1CCN1
Net charge   0
LUMO   0.8 eV

***

Which structure wins on stability? entry two wins.

***

Entry one
C4H6N2 | ωB97M-V/def2-TZVPD

Geometry (Å):
C -0.99 0.21 -1.33
C -0.34 0.29 -2.46
C 0.24 -0.03 0.55
C 1.17 -0.32 1.60
N -1.06 0.12 0.79
N -1.75 0.29 -0.36
H 0.16 1.22 -2.70
H 0.07 -0.62 -3.01
H 1.48 -1.34 1.18
H 0.81 -0.36 2.65
H 1.97 0.49 1.51
H -1.76 0.05 1.59

Computed properties:
Spin multiplicity   1
Net charge   0
LUMO   0.8 eV

***

Entry two
C4H6N2 | ωB97M-V/def2-TZVPD

Geometry (Å):
N 2.83 1.43 -0.16
C 2.04 0.58 -0.13
C 1.08 -0.52 -0.12
N -0.13 -0.14 0.57
C -1.40 -0.63 0.15
C -1.06 0.86 0.15
H 0.94 -0.87 -1.15
H 1.50 -1.35 0.46
H -2.08 -1.05 0.89
H -1.40 -1.23 -0.78
H -1.13 1.33 -0.83
H -1.19 1.59 0.95

Computed properties:
Spin multiplicity   1
SMILES   N#CCN1CC1
Net charge   0
LUMO   0.9 eV

***

Which structure wins on stability? entry two wins.

***

Entry one
C3H10S2 | ωB97M-V/def2-TZVPD

Geometry (Å):
C -2.33 -1.17 -0.04
S -2.77 0.52 0.44
H -1.33 -1.05 -0.45
H -2.98 -1.62 -0.78
H -2.29 -1.84 0.82
H -4.10 0.46 0.27
C 1.40 -0.73 -1.28
S 1.62 0.19 0.27
C 3.31 0.76 0.12
H 1.14 -1.76 -1.08
H 0.57 -0.29 -1.82
H 2.27 -0.66 -1.91
H 3.42 1.61 0.77
H 3.65 1.06 -0.86
H 4.03 0.02 0.48

Computed properties:
Spin multiplicity   1
SMILES   CSC.CS
Net charge   0
LUMO   0.9 eV

***

Entry two
C3H10S2 | ωB97M-V/def2-TZVPD

Geometry (Å):
C -2.43 -0.74 -0.17
S -2.35 -2.55 -0.29
H -1.74 -0.07 -0.60
H -2.51 -0.45 0.93
H -3.34 -0.46 -0.69
H -1.30 -2.83 -1.18
C 0.90 1.76 0.20
C 1.65 0.39 0.59
S 2.40 -1.09 -0.35
H 1.37 2.59 0.79
H 1.02 1.89 -0.92
H -0.11 1.50 0.56
H 0.89 -0.18 1.27
H 2.56 0.68 1.19
H 2.99 -0.44 -1.33

Computed properties:
Spin multiplicity   1
SMILES   CCS.CS
Net charge   0
LUMO   0.8 eV

***

Which structure wins on stability? entry one wins.